The following is a DFT calculation (wB97M-V/def2-TZVPD) of C6H10O2 in the gas phase in a non-equilibrium geometry.

Geometry as XYZ:
```
18
Properties=species:S:1:pos:R:3:forces:R:3:mulliken_charge:R:1
C -0.70615 0.64936 1.81825 -4.7 -0.6 0.2 -1.135
C 0.51031 0.46655 0.93714 -0.4 1.1 -1.4 0.775
C 0.83236 -1.03317 0.69734 -1.6 0.0 2.0 -0.839
O -0.33799 -1.67511 -0.10666 1.7 3.2 -1.3 -0.381
C -0.39319 -0.89769 -1.39293 -3.5 -6.0 -0.9 -0.661
C -0.33598 0.47450 -1.38114 -0.4 9.9 -2.5 -0.317
C 0.82336 0.89867 -0.54305 2.1 -2.4 1.7 0.039
O 1.10539 1.80734 0.50652 0.1 -2.2 -0.4 -0.432
H -1.62277 -0.09297 1.32863 2.6 1.8 1.7 0.231
H -1.27539 1.67412 1.82581 1.7 -1.6 -0.4 0.311
H -0.66008 0.38895 3.00445 0.6 0.3 -3.0 0.274
H 1.80802 -1.09120 0.19161 -0.5 -1.4 1.0 0.353
H 0.54571 -1.40349 1.68268 1.2 -1.4 -0.2 0.404
H -1.22995 -1.15525 -2.26889 1.2 -0.2 3.2 0.268
H 0.40949 -1.20416 -1.97682 2.1 -0.9 -0.7 0.434
H -0.18799 0.68949 -2.58159 -0.2 0.1 2.7 0.265
H -1.12421 1.33790 -1.06248 0.7 -2.8 -0.6 0.248
H 1.83908 0.16616 -0.67886 -2.5 3.0 -1.0 0.163
```
Positions in Å, forces in eV/Å.

Properties
E_HOMO in eV: -8.5
Relative energy (zero: lowest compared OMol25 entry of this formula, charge and spin) in kcal/mol: 191.44